[1]
8
Properties=species:S:1:pos:R:3 method="wB97M-V/def2-TZVPD" gap_ev=8.20 e_homo_ev=-8.68 multiplicity=1 de_lowest_kcal_mol=88.32 total_energy_ev=-14005.7490 total_charge=0
C -0.191 0.576 0.302
C 0.901 1.242 -0.002
C 0.373 -0.853 0.276
S 2.010 -0.149 -0.045
H -1.163 0.949 0.645
H 1.002 2.244 -0.069
H 0.260 -1.658 1.063
H -0.613 -1.237 -1.382

[2]
19
Properties=species:S:1:pos:R:3 method="wB97M-V/def2-TZVPD" gap_ev=8.54 e_homo_ev=-12.89 multiplicity=1 de_lowest_kcal_mol=96.34 total_energy_ev=-11854.6019 total_charge=+1
C -0.554 -0.086 3.218
C 2.097 -1.455 -0.665
C -1.276 0.473 1.022
C -0.980 0.454 -0.263
C -0.663 0.788 -2.587
N -0.294 0.017 1.947
N 1.420 -1.556 0.382
N -0.943 0.206 -1.390
O -0.430 2.115 -2.572
H -0.042 -0.745 3.891
H -1.434 0.499 3.459
H 1.859 -0.749 -1.420
H 3.059 -1.941 -0.687
H -1.966 1.154 1.460
H 0.314 0.322 -2.916
H -1.455 0.509 -3.319
H 0.385 -0.558 1.396
H 1.973 -2.087 1.091
H -1.071 2.639 -2.046

[3]
46
Properties=species:S:1:pos:R:3 method="wB97M-V/def2-TZVPD" gap_ev="7.44 / 6.15" s_squared=2.02 e_homo_ev="-14.34 / -15.32" multiplicity=3 total_energy_ev=-22208.8573 total_charge=+2
C 1.680 2.538 -1.175
H 2.397 2.815 -0.385
H 2.249 2.590 -2.094
H 0.868 -0.081 1.433
C 0.437 3.447 -1.179
H -0.470 2.868 -1.464
H 0.353 3.778 -0.127
C 0.651 4.628 -2.101
H -0.257 5.228 -2.195
H 1.439 5.287 -1.707
H 0.926 4.321 -3.108
C -0.933 -1.929 -0.212
C -1.600 -1.154 -1.221
C -0.674 -0.698 -2.137
C 0.685 -1.079 -1.667
C 0.442 -1.937 -0.485
C 1.457 -2.758 0.190
C 1.739 -1.421 -2.668
C -0.968 -0.037 -3.433
C -3.075 -0.972 -1.310
C -1.592 -2.660 0.883
Au 1.338 0.628 -0.534
H 2.669 -1.686 -2.162
H 1.434 -2.271 -3.294
H 1.921 -0.565 -3.325
H 2.467 -2.499 -0.150
H 1.406 -2.633 1.279
H 1.307 -3.827 -0.024
H -2.539 -2.179 1.156
H -1.828 -3.704 0.627
H -0.952 -2.678 1.769
H -3.320 -0.066 -1.881
H -3.562 -1.823 -1.809
H -3.510 -0.877 -0.311
H -0.099 0.526 -3.807
H -1.238 -0.788 -4.200
H -1.820 0.658 -3.343
C 0.517 0.421 5.758
C -0.510 -0.212 4.791
C -0.086 -0.083 3.407
N 0.422 0.122 2.381
H 1.519 0.000 5.615
H 0.227 0.250 6.798
H 0.588 1.503 5.599
H -0.627 -1.282 5.013
H -1.479 0.291 4.880

[4]
45
Properties=species:S:1:pos:R:3 method="wB97M-V/def2-TZVPD" gap_ev=5.52 e_homo_ev=-9.49 multiplicity=1 de_lowest_kcal_mol=87.92 total_energy_ev=-61204.4991 total_charge=+1
Cd -0.046 -0.844 0.736
P -1.971 0.567 1.298
C -1.854 1.921 0.155
C -0.580 2.149 -0.453
N 0.406 1.172 -0.437
C 1.677 1.485 -0.747
C 2.039 2.791 -1.113
C 1.064 3.788 -1.147
C -0.249 3.461 -0.855
C 2.709 0.320 -0.732
P 1.878 -1.325 -0.842
H -1.068 4.164 -0.901
H 3.099 3.009 -1.310
H 1.317 4.813 -1.396
H 3.446 0.442 -1.557
H 3.260 0.352 0.233
H -2.276 0.582 -1.752
H -2.730 2.516 -0.192
H -1.775 -1.449 -1.772
O -2.077 -0.037 -2.442
H -1.263 0.351 -2.834
H -0.850 -2.349 -0.711
O -1.474 -2.371 -1.560
H -2.272 -2.928 -1.489
C 1.920 -1.645 -2.634
H 2.949 -1.749 -3.015
H 1.379 -2.582 -2.832
H 1.428 -0.833 -3.189
C 3.079 -2.465 -0.095
H 2.584 -3.445 0.000
H 3.982 -2.583 -0.715
H 3.358 -2.125 0.915
C -1.366 1.581 2.733
H -2.148 2.271 3.103
H -1.056 0.885 3.524
H -0.488 2.184 2.435
C -3.688 0.173 1.671
H -3.693 -0.695 2.337
H -4.239 0.981 2.162
H -4.232 -0.115 0.770
O -1.141 -1.905 3.729
Cl -0.043 -2.503 2.991
O 0.555 -3.632 3.644
O -0.553 -2.923 1.590
O 1.006 -1.456 2.698

[5]
149
Properties=species:S:1:pos:R:3 method="wB97M-V/def2-TZVPD" gap_ev=8.35 e_homo_ev=-7.95 multiplicity=1 de_lowest_kcal_mol=25.09 total_energy_ev=-68218.0271 total_charge=0 smiles=CC1(C)CCCC(C)(C)N1O.COC[C@H](C)N.COC[C@H](C)N.COC[C@H](C)N.COC[C@H](C)N.COC[C@H](C)N.COC[C@H](C)N.COC[C@H](C)N
C -0.034 0.971 7.037
C -0.686 0.943 5.623
C -1.702 2.119 5.383
C 0.454 1.065 4.573
C 1.184 -0.256 4.241
C 0.252 -1.354 3.864
C -0.797 -1.634 4.961
C -1.941 -2.420 4.274
C -0.219 -2.424 6.153
N -1.432 -0.336 5.409
O -2.440 -0.497 6.373
H 0.157 2.010 7.305
H -0.715 0.619 7.812
H 0.900 0.416 7.126
H -2.662 1.960 5.874
H -1.213 3.010 5.776
H -1.926 2.418 4.359
H 0.335 1.568 3.613
H 1.152 1.785 5.000
H 1.924 -0.103 3.456
H 1.734 -0.569 5.129
H 0.923 -2.173 3.606
H -0.172 -1.078 2.899
H -2.347 -1.885 3.416
H -2.751 -2.706 4.945
H -1.619 -3.385 3.882
H 0.620 -1.931 6.644
H 0.113 -3.447 5.976
H -0.959 -2.569 6.941
H -3.254 -0.245 5.931
C -2.905 -0.879 0.827
O -3.813 -0.652 -0.207
C -3.271 0.047 -1.353
C -4.262 -0.223 -2.517
C -5.565 0.582 -2.389
N -4.594 -1.582 -2.726
H -2.363 0.052 0.993
H -2.133 -1.646 0.762
H -3.521 -1.143 1.687
H -3.162 1.126 -1.248
H -2.327 -0.447 -1.581
H -3.794 -0.040 -3.484
H -5.524 1.603 -2.767
H -5.882 0.586 -1.346
H -6.288 0.071 -3.025
H -4.643 -2.016 -1.815
H -3.832 -1.938 -3.286
C -0.183 3.206 1.435
O -1.404 3.608 1.996
C -2.547 3.196 1.256
C -3.905 3.914 1.599
C -5.134 3.344 0.835
N -3.791 5.302 1.261
H -0.266 2.182 1.070
H 0.658 3.254 2.127
H 0.017 3.814 0.552
H -2.352 3.268 0.186
H -2.617 2.151 1.556
H -3.945 3.950 2.688
H -5.323 2.392 1.331
H -4.910 3.346 -0.232
H -6.038 3.930 1.003
H -3.126 5.667 1.927
H -3.223 5.217 0.430
C 4.931 -0.809 -3.074
O 5.210 -0.394 -1.760
C 6.330 -1.015 -1.181
C 6.766 -0.295 0.076
C 8.115 -0.809 0.605
N 5.793 -0.531 1.100
H 3.876 -0.725 -3.332
H 4.940 -1.879 -3.280
H 5.562 -0.272 -3.782
H 6.126 -2.071 -1.001
H 7.257 -0.842 -1.727
H 6.701 0.793 0.035
H 8.262 -1.884 0.507
H 8.237 -0.693 1.682
H 8.940 -0.293 0.114
H 4.853 -0.481 0.735
H 5.959 -1.446 1.494
C 2.406 4.978 -1.485
O 1.134 4.641 -1.962
C 0.446 5.633 -2.787
C 0.241 7.109 -2.154
C -0.671 7.057 -0.921
N -0.387 8.052 -3.055
H 2.806 4.121 -0.943
H 2.410 5.737 -0.703
H 3.029 5.278 -2.328
H 0.947 5.745 -3.748
H -0.506 5.171 -3.049
H 1.232 7.412 -1.816
H -0.799 7.985 -0.364
H -0.175 6.442 -0.170
H -1.680 6.660 -1.033
H -0.117 7.952 -4.023
H -1.278 7.595 -3.192
C 2.638 -4.270 -2.117
O 3.550 -4.188 -1.013
C 3.275 -5.084 0.042
C 4.099 -4.816 1.278
C 4.109 -5.800 2.414
N 3.617 -3.538 1.841
H 2.909 -3.713 -3.014
H 1.637 -3.975 -1.802
H 2.529 -5.308 -2.432
H 2.224 -5.266 0.265
H 3.619 -6.003 -0.433
H 5.123 -4.666 0.938
H 3.167 -6.148 2.837
H 4.620 -5.320 3.249
H 4.703 -6.705 2.290
H 4.305 -3.146 2.468
H 3.458 -2.892 1.081
C -1.563 -2.022 -4.277
O -2.675 -2.899 -4.456
C -3.086 -3.028 -5.794
C -4.534 -3.744 -5.822
C -4.853 -4.172 -7.169
N -5.573 -2.761 -5.546
H -1.716 -0.999 -4.621
H -0.714 -2.342 -4.880
H -1.196 -1.976 -3.252
H -3.171 -2.039 -6.243
H -2.373 -3.648 -6.338
H -4.705 -4.590 -5.155
H -4.087 -4.869 -7.510
H -5.046 -3.391 -7.904
H -5.790 -4.725 -7.099
H -5.577 -2.498 -4.571
H -5.422 -1.881 -6.019
C -0.407 1.489 -2.297
O 0.221 0.193 -2.209
C 1.388 0.222 -1.347
C 1.764 -1.225 -1.061
C 0.812 -1.894 -0.052
N 3.080 -1.376 -0.497
H 0.243 2.250 -2.728
H -0.711 1.943 -1.354
H -1.347 1.442 -2.847
H 2.130 0.767 -1.928
H 1.295 0.745 -0.395
H 1.766 -1.705 -2.040
H -0.201 -1.733 -0.422
H 0.754 -1.473 0.952
H 1.004 -2.953 0.116
H 3.114 -2.372 -0.666
H 3.790 -0.932 -1.061

[6]
9
Properties=species:S:1:pos:R:3 method="wB97M-V/def2-TZVPD" gap_ev="6.30 / 7.72" s_squared=0.75 e_homo_ev="-16.84 / -18.13" multiplicity=2 de_lowest_kcal_mol=0.00 total_energy_ev=-6244.3699 total_charge=+2
C 0.011 0.902 0.492
C 0.630 -0.445 0.937
C -0.128 -0.350 -0.290
O -0.389 -0.862 -1.364
Y -1.660 -0.454 -3.349
H 0.679 1.683 0.118
H -0.887 1.254 1.007
H 1.713 -0.579 0.869
H 0.031 -1.147 1.579